Density functional theory data (ωB97M-V/def2-TZVPD) for a structure of composition C31H56Br9F16O14P3 in a non-equilibrium geometry.

Summary:
E_LUMO: -0.3170 eV
E: -763457.050 eV
Orbital gap: 9.668 eV
HOMO level: -0.3669 hartree
Spin multiplicity: 1
F_max: 3.5 eV/Å

Last column: Mulliken charge in e.
Geometry (Å):
C (8.59595, -11.83385, 8.32523)  -0.98
C (9.07965, -12.84903, 7.28505)  0.14
O (10.36021, -12.43616, 6.73347)  -0.28
P (10.42216, -11.78144, 5.32718)  -0.76
O (9.75282, -10.50632, 5.18630)  0.91
O (9.81581, -12.90775, 4.42104)  -0.20
C (9.88738, -12.78232, 3.01455)  0.52
C (11.22780, -13.28910, 2.44757)  -1.48
O (11.92848, -11.80437, 4.98876)  -0.19
C (12.85338, -10.95464, 5.76208)  0.15
C (13.38980, -11.69530, 6.96666)  -1.29
H (8.25883, -10.89188, 7.88972)  -0.18
H (7.74393, -12.26288, 8.86663)  0.50
H (9.38836, -11.62679, 9.04474)  0.40
H (9.26196, -13.78691, 7.80514)  0.35
H (8.37686, -12.97550, 6.46656)  -0.10
H (9.14210, -13.47629, 2.60040)  0.30
H (9.63204, -11.79050, 2.65144)  -0.38
H (11.58491, -14.13660, 3.03473)  0.36
H (11.17951, -13.57498, 1.39846)  0.47
H (12.00977, -12.52121, 2.51476)  0.23
H (13.64779, -10.69581, 5.06594)  0.42
H (12.35670, -10.02625, 6.07123)  -0.03
H (14.23733, -11.17583, 7.42175)  0.43
H (12.64976, -11.75876, 7.77005)  0.18
H (13.71100, -12.70008, 6.68368)  0.36
C (12.09790, -11.34721, -0.65560)  -0.99
C (10.75428, -11.57093, -1.29228)  0.26
O (10.90766, -11.38690, -2.75174)  -0.30
P (9.81894, -11.93892, -3.77528)  0.71
O (9.99612, -11.45838, -5.14414)  -0.81
O (9.83341, -13.49491, -3.61504)  -0.34
C (10.81172, -14.30269, -4.36221)  -0.35
C (11.98350, -14.65460, -3.51029)  -0.97
O (8.47306, -11.55742, -3.07861)  0.06
C (7.19343, -12.02512, -3.69930)  -0.22
C (6.02768, -11.38652, -3.02169)  -1.21
H (12.04369, -11.49201, 0.41938)  0.10
H (12.79776, -12.08713, -1.04923)  0.32
H (12.42906, -10.34158, -0.87978)  0.15
H (10.42636, -12.59598, -1.06036)  0.31
H (10.01145, -10.88156, -0.90065)  0.19
H (10.29364, -15.23245, -4.65991)  0.28
H (11.02473, -13.83275, -5.32824)  0.34
H (11.70512, -15.02289, -2.52486)  0.26
H (12.63666, -15.39584, -3.98062)  0.40
H (12.60664, -13.76388, -3.33786)  0.20
H (7.14712, -11.78390, -4.76384)  0.36
H (7.08636, -13.10910, -3.55467)  0.25
H (5.70653, -11.91437, -2.12965)  0.29
H (6.18975, -10.33145, -2.81299)  0.29
H (5.18912, -11.42705, -3.73303)  0.38
C (10.87983, -7.14908, 3.24302)  -0.90
C (10.40767, -6.65730, 4.62930)  -0.11
O (11.01857, -7.42508, 5.73325)  0.42
P (12.41197, -6.99860, 6.30256)  0.39
O (13.54919, -7.28812, 5.46774)  -0.83
O (12.20272, -5.46493, 6.62489)  -0.36
C (13.36001, -4.62967, 6.89872)  -0.34
C (14.19471, -5.02188, 8.13608)  -1.01
O (12.48948, -7.70920, 7.68365)  -0.23
C (11.39915, -7.82833, 8.61594)  -0.69
C (10.59491, -9.08658, 8.44502)  0.04
H (10.19494, -6.86267, 2.44433)  0.27
H (11.86430, -6.77904, 2.92080)  0.43
H (11.01683, -8.23267, 3.24265)  0.04
H (10.52020, -5.57079, 4.71178)  0.46
H (9.32391, -6.82547, 4.68949)  -0.01
H (13.98072, -4.51979, 6.00131)  0.28
H (12.97395, -3.61051, 7.04294)  0.39
H (14.63762, -4.12189, 8.55815)  0.40
H (13.56815, -5.48095, 8.89388)  0.21
H (14.97639, -5.73196, 7.86522)  0.29
H (11.92508, -7.86942, 9.57726)  0.35
H (10.77150, -6.93446, 8.62568)  0.36
H (10.20624, -9.11912, 7.40949)  -0.47
H (11.22304, -9.98706, 8.46647)  0.01
H (9.76390, -9.21311, 9.12932)  0.63
C (1.17192, -7.77810, 3.60400)  -0.70
C (0.87937, -8.97647, 2.77310)  1.20
C (-0.48962, -8.93307, 2.20887)  0.06
F (-0.58849, -7.80419, 1.48995)  -0.28
F (-0.73572, -9.99804, 1.44397)  -0.27
F (1.81569, -9.02205, 1.77113)  -0.35
F (1.03013, -10.08124, 3.49997)  -0.31
O (0.22914, -7.57045, 4.59153)  -0.46
C (0.54129, -7.95624, 5.77975)  0.98
C (-0.62887, -7.59334, 6.69396)  0.13
F (-0.22936, -7.77730, 7.99289)  -0.26
F (-1.01185, -6.27976, 6.49186)  -0.26
F (0.74117, -9.30357, 5.84409)  -0.28
F (1.63825, -7.38530, 6.18100)  -0.26
H (1.20497, -6.85311, 3.04031)  0.64
H (2.18259, -7.90077, 3.99676)  -0.15
H (-1.21688, -8.90521, 3.02886)  0.27
H (-1.47336, -8.26299, 6.47197)  0.28
C (5.42260, -10.46506, 3.26161)  -1.34
C (6.67142, -10.59546, 2.46456)  1.16
C (7.85900, -9.75068, 2.98319)  1.40
F (8.92012, -9.80462, 2.10122)  -0.11
F (7.46357, -8.40198, 3.19614)  -0.31
F (7.09773, -11.89087, 2.43732)  -0.22
F (6.34975, -10.23266, 1.18084)  -0.37
O (5.68440, -10.68812, 4.62757)  0.01
C (4.60732, -11.09218, 5.29208)  0.56
C (5.03142, -11.08472, 6.76961)  0.65
F (4.00375, -11.52656, 7.55709)  -0.31
F (6.11925, -11.88602, 6.91236)  0.03
F (3.61251, -10.32579, 5.08731)  -0.15
F (4.22840, -12.38107, 4.85996)  -0.26
H (4.73975, -11.22137, 2.85440)  0.43
H (4.98063, -9.48366, 3.08848)  0.11
H (8.15411, -10.13541, 3.98102)  -0.79
H (5.30420, -10.04983, 7.04709)  -0.32
C (5.99786, -6.99973, 6.58579)  -0.52
Br (4.78841, -6.91904, 8.07023)  -0.05
Br (5.00854, -7.38194, 4.98315)  0.01
Br (7.47477, -8.16245, 6.81716)  0.09
H (6.38086, -6.00634, 6.48673)  0.53
C (5.56393, -14.96369, 5.69708)  1.52
Br (5.59514, -15.81290, 7.41963)  -0.06
Br (4.09776, -15.58594, 4.64428)  -0.08
Br (7.23731, -15.10459, 4.77853)  0.00
H (5.42755, -13.92061, 5.89047)  -1.47
C (10.36619, -7.41867, -0.89035)  0.56
Br (9.99649, -7.72734, -2.73471)  -0.03
Br (9.86415, -5.60903, -0.41038)  -0.08
Br (12.24469, -7.62210, -0.54231)  -0.02
H (9.79277, -8.08196, -0.27392)  -0.42

Density functional theory data (ωB97M-V/def2-TZVPD) for a structure of composition C19H27NO4 in a non-equilibrium geometry.

Summary:
E_LUMO: 0.0882 eV
E: -29817.088 eV
Orbital gap: 6.455 eV
HOMO level: -0.2340 hartree
Spin multiplicity: 1
Energy relative to the best compared isomer or geometry (same formula, charge and spin): 137.3 kcal/mol
F_max: 6.4 eV/Å

Last column: natural (NBO) charge in e.
Geometry (Å):
C (0.64023, 4.83303, -0.27583)  -0.62
C (0.29104, 3.65856, 0.59089)  -0.07
O (1.05288, 2.53124, 0.09339)  -0.55
C (1.08153, 1.49133, 0.95786)  0.81
C (1.68025, 0.25674, 0.31466)  -0.58
C (1.96895, -0.75824, 1.41042)  0.60
O (1.09784, -1.15847, 2.16203)  -0.60
C (3.36623, -1.40033, 1.50045)  -0.50
C (4.49197, -0.63878, 0.83099)  -0.40
C (4.08036, -0.18072, -0.56561)  -0.39
C (2.87233, 0.74592, -0.49034)  -0.38
O (0.65173, 1.59030, 2.09536)  -0.64
H (-0.01374, 5.67092, -0.02941)  0.21
H (1.67151, 5.15062, -0.09066)  0.21
H (0.53001, 4.60518, -1.34007)  0.21
H (0.55366, 3.84034, 1.63736)  0.21
H (-0.77166, 3.39545, 0.52289)  0.17
H (3.59053, -1.56453, 2.56229)  0.23
H (3.26986, -2.39919, 1.04159)  0.21
H (4.77170, 0.22893, 1.44258)  0.20
H (5.37946, -1.27980, 0.76743)  0.20
H (4.90516, 0.37455, -1.03114)  0.21
H (3.86399, -1.04433, -1.20920)  0.18
H (2.51238, 0.97275, -1.50079)  0.18
H (3.22658, 1.70473, -0.07593)  0.20
C (-5.56257, -3.23530, 1.74703)  -0.26
O (-4.62241, -2.25394, 2.24188)  -0.49
C (-3.55738, -1.92292, 1.46703)  0.34
C (-2.67660, -0.93551, 1.97079)  -0.27
C (-1.59786, -0.52590, 1.23143)  -0.12
C (-1.32886, -1.03877, -0.06715)  -0.22
C (-0.27819, -0.46390, -0.86097)  0.26
N (-0.48102, -0.10147, -2.10357)  -0.32
C (0.61548, 0.41785, -2.93588)  -0.42
C (-1.78527, -0.18119, -2.77765)  -0.43
C (-2.18127, -2.09339, -0.52074)  -0.10
C (-3.28150, -2.50704, 0.20284)  -0.35
H (-6.29054, -3.33255, 2.55248)  0.21
H (-6.05574, -2.88164, 0.83047)  0.18
H (-5.06976, -4.20023, 1.56168)  0.18
H (-2.87799, -0.51023, 2.95255)  0.23
H (-0.93797, 0.22715, 1.65104)  0.27
H (0.79089, -0.30863, -0.43186)  0.28
H (0.25303, 0.50193, -3.96262)  0.21
H (0.91594, 1.41707, -2.59121)  0.23
H (1.48018, -0.25910, -2.91168)  0.22
H (-1.72086, 0.45274, -3.66612)  0.21
H (-2.01080, -1.20466, -3.10307)  0.21
H (-2.59313, 0.17958, -2.13230)  0.23
H (-1.96442, -2.58643, -1.46886)  0.19
H (-3.94615, -3.27974, -0.19673)  0.22

Density functional theory data (ωB97M-V/def2-TZVPD) for the ion CH5N4OS with charge -1 in a non-equilibrium geometry.

Summary:
E_LUMO (alpha / beta): 3.4397 / 4.0009 eV
E: -19957.728 eV
Orbital gap (alpha / beta): 5.182 / 7.634 eV
HOMO level (alpha / beta): -0.0640 / -0.1335 hartree
Net charge: -1
Spin multiplicity: 1
Energy relative to the best compared isomer or geometry (same formula, charge and spin): 21.4 kcal/mol
F_max: 2.9 eV/Å

Last column: natural (NBO) charge in e.
Geometry (Å):
C (-0.20277, 0.49466, -0.54574)  0.21
N (-0.92734, -1.41032, 0.67031)  -0.60
N (0.92901, -0.38080, -0.82958)  -0.85
N (0.17427, 1.65529, 0.24628)  -0.25
N (-1.32681, -0.41569, -0.05295)  -0.28
O (-0.66168, 2.71262, 0.09458)  -0.49
S (-2.87899, 0.08348, -0.12787)  -0.29
H (-0.44394, 0.97916, -1.41513)  0.18
H (-1.78625, -1.75791, 1.12055)  0.32
H (1.83782, 0.13681, -0.72848)  0.35
H (0.85147, -1.04738, -0.11242)  0.38
H (0.31987, 1.49378, 1.22326)  0.33

Density functional theory data (ωB97M-V/def2-TZVPD) for the molecule C37H34F4N4O4.

Summary:
E_LUMO: 0.5409 eV
E: -63943.693 eV
Orbital gap: 8.755 eV
HOMO level: -0.3019 hartree
Spin multiplicity: 1
Energy relative to the best compared isomer or geometry (same formula, charge and spin): 5.2 kcal/mol
F_max: 0.8 eV/Å

Last column: natural (NBO) charge in e.
Geometry (Å):
C (-1.44890, -4.08044, -1.57804)  -0.26
H (-1.52989, -5.06676, -1.12770)  0.19
H (-2.11367, -3.99697, -2.43965)  0.20
H (-0.42524, -3.87751, -1.90124)  0.20
O (-1.84451, -3.15059, -0.57952)  -0.52
C (-1.62203, -1.87257, -0.86416)  0.85
O (-1.01365, -1.49346, -1.83128)  -0.63
C (-2.14213, -0.92291, 0.23060)  0.14
N (-2.68693, 0.23544, -0.46537)  -0.46
C (-3.48977, 0.00465, -1.52553)  0.69
O (-3.80184, -1.13612, -1.83703)  -0.63
C (-3.98794, 1.19062, -2.27561)  -0.15
C (-4.61907, 2.25496, -1.64098)  -0.20
C (-5.11902, 3.30624, -2.38882)  -0.20
C (-4.98620, 3.30640, -3.76762)  -0.20
C (-4.36554, 2.24366, -4.40332)  -0.23
C (-3.87769, 1.18325, -3.66176)  -0.12
H (-3.40349, 0.34071, -4.14204)  0.22
H (-4.26891, 2.23804, -5.47885)  0.22
H (-5.37371, 4.13150, -4.34668)  0.22
H (-5.61499, 4.12791, -1.89352)  0.21
H (-4.73802, 2.25109, -0.56760)  0.22
C (-2.06616, 1.47811, -0.06784)  -0.21
C (-0.71358, 1.06219, 0.50301)  -0.19
H (-0.40283, 1.73799, 1.30117)  0.23
C (0.43199, 0.94433, -0.53489)  -0.47
C (1.08392, -0.32126, -0.10606)  0.27
C (0.33202, -1.05261, 0.78350)  -0.14
C (1.02056, -2.23973, 1.03876)  -0.24
C (2.19246, -2.18943, 0.28926)  0.00
N (2.21086, -0.99211, -0.40371)  -0.32
C (3.22372, -0.50226, -1.30355)  -0.25
C (3.77110, 0.81986, -0.85191)  -0.05
C (4.15720, 1.79542, -1.76314)  -0.16
C (4.66366, 2.99940, -1.30123)  -0.22
C (4.75504, 3.17306, 0.07298)  0.07
N (4.39349, 2.25398, 0.95413)  -0.38
C (3.92449, 1.10912, 0.50488)  0.05
H (3.65510, 0.38706, 1.26258)  0.21
C (5.24720, 4.47884, 0.64829)  0.96
F (4.23324, 5.34917, 0.83174)  -0.33
F (6.11578, 5.09664, -0.17214)  -0.33
F (5.85629, 4.34464, 1.82536)  -0.31
H (4.97587, 3.77782, -1.97890)  0.24
H (4.06202, 1.61812, -2.82449)  0.22
H (4.04164, -1.23337, -1.31206)  0.29
H (2.80493, -0.41137, -2.31237)  0.21
C (3.32612, -3.11806, 0.21340)  0.66
O (4.45985, -2.73073, -0.07208)  -0.66
N (3.10231, -4.42526, 0.48254)  -0.42
C (1.82726, -5.10907, 0.56647)  -0.22
C (2.11141, -6.56198, 0.14501)  -0.41
H (2.12160, -7.21006, 1.02126)  0.21
C (3.50602, -6.51153, -0.47994)  -0.41
H (3.44250, -6.23498, -1.53296)  0.20
C (4.17207, -5.39127, 0.30988)  -0.22
H (4.50808, -5.74829, 1.28974)  0.19
H (5.00859, -4.91656, -0.20240)  0.25
H (4.03767, -7.45623, -0.39651)  0.22
H (1.35927, -6.93596, -0.54681)  0.22
H (1.10063, -4.62392, -0.08932)  0.21
H (1.44170, -5.08039, 1.59038)  0.19
H (0.72640, -3.01241, 1.71823)  0.22
C (-0.95979, -0.36446, 1.06359)  -0.24
H (-1.23348, -0.34241, 2.11802)  0.23
H (0.02953, 0.82878, -1.54478)  0.24
H (1.09118, 1.81331, -0.51495)  0.23
H (-2.66648, 1.96307, 0.71286)  0.20
H (-1.97723, 2.15741, -0.91711)  0.23
C (-3.21145, -1.61874, 1.09940)  -0.46
C (-3.93590, -0.63504, 1.96923)  -0.05
C (-5.00710, 0.08660, 1.45095)  -0.13
C (-5.65635, 1.04306, 2.20945)  -0.31
C (-5.22724, 1.26634, 3.50521)  0.40
C (-4.18537, 0.54750, 4.05987)  -0.28
C (-3.54660, -0.40365, 3.28363)  -0.19
H (-2.74580, -0.98383, 3.71904)  0.21
H (-3.88906, 0.73236, 5.08026)  0.23
F (-5.85094, 2.20279, 4.25176)  -0.33
H (-6.48814, 1.60571, 1.81505)  0.23
H (-5.34261, -0.11244, 0.44430)  0.21
H (-2.71601, -2.38288, 1.69828)  0.22
H (-3.91781, -2.10577, 0.42615)  0.25

Density functional theory data (ωB97M-V/def2-TZVPD) for a structure of composition C17H29N2O3PZr in a non-equilibrium geometry.

Summary:
E_LUMO (alpha / beta): -17.9793 / -17.9757 eV
E: -37741.570 eV
Orbital gap (alpha / beta): 3.689 / 3.709 eV
HOMO level (alpha / beta): -0.7963 / -0.7969 hartree
Net charge: +4
Spin multiplicity: 1
Energy relative to the best compared isomer or geometry (same formula, charge and spin): 0.0 kcal/mol
F_max: 11.3 eV/Å

Last column: natural (NBO) charge in e.
Geometry (Å):
Zr (0.59785, 0.97720, 0.23925)  1.64
C (0.47267, 1.26646, -1.94916)  0.43
O (0.45021, 1.35203, -3.12387)  -0.17
C (2.43853, 0.00272, 0.61999)  0.42
O (3.49368, -0.43546, 0.87545)  -0.12
C (-0.81025, 0.78186, 1.94077)  0.45
O (-1.50703, 0.72274, 2.88107)  -0.18
C (0.24499, -2.02661, -1.94775)  -0.45
P (-0.56178, -1.23145, -0.46155)  0.76
H (-2.65747, -2.23158, -0.89611)  0.28
H (0.05696, -1.29484, -2.74921)  0.24
C (-0.56939, -2.63226, 0.78087)  -0.43
H (-0.64678, -3.51834, 0.13504)  0.29
C (-0.40338, -3.36382, -2.32234)  -0.64
H (-1.49211, -3.38637, -2.20712)  0.24
H (0.02789, -4.19019, -1.74543)  0.25
H (-0.18499, -3.55889, -3.38032)  0.30
C (1.75849, -2.18441, -1.78713)  -0.61
H (2.00731, -2.97304, -1.06604)  0.25
C (-3.23062, -0.30921, -0.11284)  -0.64
H (2.28109, -1.26923, -1.48087)  0.16
H (2.16351, -2.48429, -2.76477)  0.30
C (-2.49706, -0.77834, -2.48577)  -0.62
H (-3.33989, 0.70076, -0.52231)  0.22
H (-4.23901, -0.74966, -0.08450)  0.31
H (-2.87713, -0.21374, 0.91885)  0.19
C (-2.34655, -1.18042, -1.01151)  -0.47
H (-3.53436, -0.46216, -2.65675)  0.29
H (-2.29611, -1.61331, -3.16781)  0.26
H (-1.83686, 0.05715, -2.75392)  0.17
C (-1.78370, -2.59672, 1.70800)  -0.62
H (-1.80633, -1.68439, 2.31426)  0.19
H (-1.70155, -3.45294, 2.38863)  0.30
H (-2.73498, -2.69106, 1.17326)  0.25
C (0.72496, -2.70352, 1.58573)  -0.63
H (1.63592, -2.68505, 0.98310)  0.21
H (0.71090, -3.65282, 2.13702)  0.30
H (0.78863, -1.90210, 2.33007)  0.19
H (-1.54313, 1.46583, -0.34973)  0.05
H (-1.27973, 2.20915, -0.39955)  0.07
N (0.92633, 4.38791, -0.60227)  -0.69
C (1.54548, 4.17524, 0.58928)  0.44
C (2.23766, 5.21890, 1.23930)  -0.23
C (2.83659, 4.94869, 2.45589)  -0.02
C (2.71580, 3.66954, 3.01808)  -0.16
C (2.00529, 2.68681, 2.34287)  -0.02
N (1.44714, 2.93044, 1.13160)  -0.67
H (0.58810, 3.60528, -1.16427)  0.37
H (1.01431, 5.29961, -1.01705)  0.47
H (2.27603, 6.18577, 0.73620)  0.29
H (3.39497, 5.72679, 2.97713)  0.30
H (3.16657, 3.42121, 3.97098)  0.30
H (1.87234, 1.66415, 2.73726)  0.21

Look up the spin multiplicity of the fifth one. 1